No. 1
{"formula": "C13H26N3O2PPt", "method": "the ωB97M-V functional and the def2-TZVPD basis", "elements": ["Pt", "C", "O", "C", "O", "N", "N", "H", "H", "H", "H", "H", "H", "C", "C", "P", "C", "C", "C", "C", "H", "H", "H", "H", "H", "H", "H", "H", "H", "H", "H", "H", "H", "H", "H", "C", "C", "C", "N", "C", "C", "H", "H", "H", "H", "H"], "coordinates": [[-0.448, -0.944, -0.043], [-4.882, 1.353, -2.175], [-3.490, 0.960, -2.187], [-2.939, 0.373, -1.166], [-1.754, 0.008, -1.320], [-3.631, 0.187, -0.039], [-3.072, -0.546, 1.013], [-5.064, 1.761, -3.161], [-5.054, 2.125, -1.424], [-5.521, 0.484, -2.019], [-4.595, 0.482, 0.002], [-3.611, -1.394, 1.153], [-3.094, 0.008, 1.859], [2.493, 0.130, 1.798], [2.465, 0.568, 0.340], [0.788, 0.909, -0.318], [0.029, 2.252, 0.651], [0.731, 3.602, 0.499], [0.939, 1.347, -2.081], [2.204, 2.145, -2.418], [3.525, -0.018, 2.114], [1.969, -0.812, 1.944], [2.052, 0.877, 2.461], [2.905, -0.182, -0.320], [3.049, 1.481, 0.206], [0.022, 1.922, 1.691], [-1.013, 2.317, 0.339], [1.775, 3.553, 0.809], [0.233, 4.334, 1.134], [0.688, 3.970, -0.525], [0.028, 1.877, -2.362], [0.921, 0.409, -2.637], [2.282, 3.071, -1.852], [2.183, 2.402, -3.475], [3.104, 1.557, -2.243], [1.828, -4.823, 1.631], [1.715, -4.571, 0.270], [1.042, -3.441, -0.145], [0.479, -2.591, 0.739], [0.586, -2.835, 2.060], [1.254, -3.940, 2.539], [2.357, -5.700, 1.981], [2.146, -5.235, -0.465], [0.937, -3.201, -1.192], [0.117, -2.128, 2.727], [1.320, -4.105, 3.605]], "forces_ev_per_a": [[-1.4, -0.1, -0.9], [-0.1, 0.0, 0.0], [0.0, 0.0, 0.0], [0.1, 0.0, 0.0], [0.6, 0.3, 0.2], [-0.3, 0.0, 0.1], [-0.1, -0.2, -0.1], [0.0, 0.0, 0.0], [0.0, 0.0, 0.0], [0.0, 0.0, 0.0], [0.0, 0.0, 0.1], [-0.1, 0.0, 0.1], [0.0, 0.0, 0.1], [0.0, 0.0, 0.1], [-0.3, 0.3, -0.2], [0.8, -0.9, 0.4], [0.0, -0.2, -0.1], [0.0, 0.0, 0.0], [-0.1, 0.0, 0.1], [0.0, 0.0, 0.0], [0.0, 0.0, 0.0], [0.0, 0.1, 0.0], [0.0, 0.0, 0.0], [0.0, 0.0, 0.0], [0.0, 0.0, 0.0], [0.0, 0.0, 0.0], [-0.1, 0.0, -0.1], [0.0, 0.0, 0.0], [0.0, 0.0, 0.0], [0.0, 0.0, 0.0], [0.0, 0.1, 0.0], [0.0, 0.0, 0.0], [0.0, 0.0, 0.0], [0.0, 0.0, 0.0], [0.0, 0.0, 0.0], [0.0, 0.0, 0.0], [-0.1, 0.0, 0.0], [0.1, -0.2, 0.2], [0.8, 0.9, 0.2], [0.0, -0.3, 0.0], [-0.1, -0.1, -0.1], [0.0, 0.0, 0.0], [0.0, 0.0, 0.0], [0.0, 0.1, 0.0], [0.0, 0.1, 0.0], [0.0, 0.0, 0.0]], "homo_energy_ev": -15.6, "gap_ev": 8.24, "e_above_lowest_kcal_mol": 32.9, "energy_ev": -34989.4003, "total_charge": 2}

---

No. 2
{"formula": "C32H49AlN5O7S2Si", "method": "the ωB97M-V functional and the def2-TZVPD basis", "elements": ["Al", "C", "C", "C", "C", "O", "Si", "S", "O", "C", "C", "C", "C", "O", "C", "C", "C", "C", "H", "H", "H", "H", "H", "H", "H", "H", "H", "H", "H", "H", "H", "H", "H", "H", "H", "H", "H", "H", "H", "H", "H", "H", "H", "H", "H", "O", "C", "O", "C", "C", "C", "N", "C", "C", "C", "O", "O", "H", "H", "H", "C", "C", "N", "C", "C", "N", "C", "C", "H", "H", "H", "H", "H", "H", "H", "H", "H", "H", "H", "H", "H", "N", "C", "N", "C", "C", "C", "C", "C", "C", "S", "H", "H", "H", "H", "H", "H"], "coordinates": [[0.135, 0.901, -0.512], [-2.515, 3.020, 0.598], [-1.324, 2.969, 1.532], [-0.935, 4.383, 1.932], [-1.630, 2.098, 2.737], [-0.151, 2.330, 0.828], [1.480, 2.570, 1.321], [2.252, 0.906, 0.343], [1.610, 2.645, 2.931], [2.162, 1.813, 3.980], [1.809, 2.520, 5.279], [3.671, 1.730, 3.803], [1.537, 0.423, 3.936], [1.836, 3.992, 0.633], [2.977, 4.876, 0.753], [4.261, 4.067, 0.653], [2.859, 5.842, -0.414], [2.885, 5.616, 2.080], [-3.315, 3.541, 1.125], [-2.886, 2.032, 0.333], [-2.289, 3.581, -0.307], [-1.796, 4.846, 2.415], [-0.672, 4.973, 1.055], [-0.106, 4.402, 2.639], [-2.546, 2.449, 3.214], [-0.822, 2.150, 3.465], [-1.776, 1.061, 2.430], [2.237, 3.522, 5.293], [2.198, 1.964, 6.131], [0.727, 2.606, 5.385], [4.107, 2.729, 3.818], [3.925, 1.247, 2.858], [4.116, 1.154, 4.616], [0.456, 0.478, 4.066], [1.947, -0.180, 4.749], [1.754, -0.065, 2.986], [4.291, 3.504, -0.281], [4.346, 3.362, 1.483], [5.126, 4.730, 0.688], [2.916, 5.300, -1.359], [3.667, 6.573, -0.387], [1.908, 6.373, -0.371], [2.935, 4.919, 2.916], [1.945, 6.166, 2.142], [3.707, 6.327, 2.168], [-3.033, 0.437, -5.994], [-3.802, 0.250, -5.033], [-4.902, -0.289, -4.910], [-3.151, 0.736, -3.725], [-2.453, 1.937, -3.664], [-1.638, 2.198, -2.583], [-1.460, 1.303, -1.600], [-2.233, 0.191, -1.597], [-3.118, -0.097, -2.604], [-1.926, -0.771, -0.483], [-2.613, -1.728, -0.213], [-0.792, -0.489, 0.138], [-2.480, 2.614, -4.506], [-1.041, 3.099, -2.529], [-3.721, -0.995, -2.574], [1.664, -5.370, 1.428], [1.658, -4.321, 0.289], [0.484, -3.462, 0.387], [-0.735, -4.264, 0.278], [-0.802, -5.308, 1.418], [0.435, -5.131, 2.256], [0.468, -3.746, 2.841], [0.497, -2.749, 1.659], [2.521, -5.273, 2.092], [1.614, -6.395, 1.064], [1.651, -4.820, -0.679], [2.553, -3.702, 0.340], [-0.736, -4.771, -0.687], [-1.592, -3.593, 0.315], [-0.805, -6.336, 1.061], [-1.657, -5.159, 2.074], [0.416, -5.811, 3.013], [1.349, -3.686, 3.478], [-0.422, -3.639, 3.459], [1.391, -2.127, 1.702], [-0.361, -2.084, 1.688], [0.075, -1.979, -2.382], [0.390, -0.817, -2.972], [0.845, 0.233, -2.320], [1.139, 1.274, -3.219], [1.657, 2.519, -2.876], [1.771, 3.480, -3.868], [1.383, 3.213, -5.180], [0.884, 1.969, -5.532], [0.778, 1.009, -4.539], [0.162, -0.615, -4.677], [0.225, -2.123, -1.391], [-0.441, -2.670, -2.898], [1.975, 2.732, -1.861], [2.169, 4.454, -3.618], [1.473, 3.981, -5.936], [0.568, 1.760, -6.545]], "forces_ev_per_a": [[0.0, -0.1, 0.1], [0.0, 0.0, 0.0], [0.0, 0.0, 0.0], [0.0, 0.0, 0.0], [0.0, 0.0, 0.0], [0.0, 0.0, 0.0], [0.0, 0.1, -0.1], [-0.1, 0.0, 0.0], [0.0, 0.0, 0.0], [0.0, 0.0, 0.0], [0.0, 0.0, 0.0], [0.0, 0.0, 0.0], [0.0, 0.0, 0.0], [0.0, -0.1, 0.1], [0.0, 0.0, 0.0], [0.0, 0.0, 0.0], [0.0, 0.0, 0.0], [0.0, 0.0, 0.0], [0.0, 0.0, 0.0], [0.0, 0.0, 0.0], [0.0, 0.0, 0.0], [0.0, 0.0, 0.0], [0.0, 0.0, 0.0], [0.0, 0.0, 0.0], [0.0, 0.0, 0.0], [0.0, 0.0, 0.0], [0.0, 0.0, 0.0], [0.0, 0.0, 0.0], [0.0, 0.0, 0.0], [0.0, 0.0, 0.0], [0.0, 0.0, 0.0], [0.0, 0.0, 0.0], [0.0, 0.0, 0.0], [0.0, 0.0, 0.0], [0.0, 0.0, 0.0], [0.0, 0.0, 0.0], [0.0, 0.0, 0.0], [0.0, 0.0, 0.0], [0.0, 0.0, 0.0], [0.0, 0.0, 0.0], [0.0, 0.0, 0.0], [0.0, 0.0, 0.0], [0.0, 0.0, 0.0], [0.0, 0.0, 0.0], [0.0, 0.0, 0.0], [0.0, 0.0, -0.1], [0.0, 0.0, 0.1], [0.0, 0.0, 0.0], [0.0, 0.0, 0.0], [0.1, 0.0, 0.0], [0.0, 0.0, -0.1], [-0.1, 0.0, 0.1], [0.0, 0.0, 0.0], [0.0, 0.0, 0.0], [0.1, 0.0, 0.0], [0.0, 0.0, 0.0], [0.0, 0.1, 0.0], [0.0, 0.0, 0.0], [0.0, 0.0, 0.0], [0.0, 0.0, 0.0], [0.0, 0.0, 0.0], [0.0, 0.0, 0.0], [0.0, -0.1, 0.0], [0.0, 0.0, 0.0], [0.0, 0.0, 0.0], [0.0, 0.0, 0.0], [0.0, 0.0, 0.0], [0.0, 0.1, 0.1], [0.0, 0.0, 0.0], [0.0, 0.0, 0.0], [0.0, 0.0, 0.0], [0.0, 0.0, 0.0], [0.0, 0.0, 0.0], [0.0, 0.0, 0.0], [0.0, 0.0, 0.0], [0.0, 0.0, 0.0], [0.0, 0.0, 0.0], [0.0, 0.0, 0.0], [0.0, 0.0, 0.0], [0.0, 0.0, 0.0], [0.0, 0.0, 0.0], [0.0, 0.0, 0.0], [0.0, 0.0, -0.1], [0.1, 0.0, 0.0], [0.0, 0.0, 0.0], [0.0, 0.0, 0.0], [0.0, 0.0, 0.0], [0.0, 0.0, 0.0], [0.0, 0.0, 0.0], [0.0, 0.0, 0.0], [0.0, 0.0, 0.0], [0.0, 0.0, 0.0], [0.0, 0.0, 0.0], [0.0, 0.0, 0.0], [0.0, 0.0, 0.0], [0.0, 0.0, 0.0], [0.0, 0.0, 0.0]], "homo_energy_ev": -9.6, "gap_ev": 6.66, "e_above_lowest_kcal_mol": 4.5, "energy_ev": -91912.9953, "total_charge": 1}

---

Repeat the first record exactly.
{"formula": "C13H26N3O2PPt", "method": "the ωB97M-V functional and the def2-TZVPD basis", "elements": ["Pt", "C", "O", "C", "O", "N", "N", "H", "H", "H", "H", "H", "H", "C", "C", "P", "C", "C", "C", "C", "H", "H", "H", "H", "H", "H", "H", "H", "H", "H", "H", "H", "H", "H", "H", "C", "C", "C", "N", "C", "C", "H", "H", "H", "H", "H"], "coordinates": [[-0.448, -0.944, -0.043], [-4.882, 1.353, -2.175], [-3.490, 0.960, -2.187], [-2.939, 0.373, -1.166], [-1.754, 0.008, -1.320], [-3.631, 0.187, -0.039], [-3.072, -0.546, 1.013], [-5.064, 1.761, -3.161], [-5.054, 2.125, -1.424], [-5.521, 0.484, -2.019], [-4.595, 0.482, 0.002], [-3.611, -1.394, 1.153], [-3.094, 0.008, 1.859], [2.493, 0.130, 1.798], [2.465, 0.568, 0.340], [0.788, 0.909, -0.318], [0.029, 2.252, 0.651], [0.731, 3.602, 0.499], [0.939, 1.347, -2.081], [2.204, 2.145, -2.418], [3.525, -0.018, 2.114], [1.969, -0.812, 1.944], [2.052, 0.877, 2.461], [2.905, -0.182, -0.320], [3.049, 1.481, 0.206], [0.022, 1.922, 1.691], [-1.013, 2.317, 0.339], [1.775, 3.553, 0.809], [0.233, 4.334, 1.134], [0.688, 3.970, -0.525], [0.028, 1.877, -2.362], [0.921, 0.409, -2.637], [2.282, 3.071, -1.852], [2.183, 2.402, -3.475], [3.104, 1.557, -2.243], [1.828, -4.823, 1.631], [1.715, -4.571, 0.270], [1.042, -3.441, -0.145], [0.479, -2.591, 0.739], [0.586, -2.835, 2.060], [1.254, -3.940, 2.539], [2.357, -5.700, 1.981], [2.146, -5.235, -0.465], [0.937, -3.201, -1.192], [0.117, -2.128, 2.727], [1.320, -4.105, 3.605]], "forces_ev_per_a": [[-1.4, -0.1, -0.9], [-0.1, 0.0, 0.0], [0.0, 0.0, 0.0], [0.1, 0.0, 0.0], [0.6, 0.3, 0.2], [-0.3, 0.0, 0.1], [-0.1, -0.2, -0.1], [0.0, 0.0, 0.0], [0.0, 0.0, 0.0], [0.0, 0.0, 0.0], [0.0, 0.0, 0.1], [-0.1, 0.0, 0.1], [0.0, 0.0, 0.1], [0.0, 0.0, 0.1], [-0.3, 0.3, -0.2], [0.8, -0.9, 0.4], [0.0, -0.2, -0.1], [0.0, 0.0, 0.0], [-0.1, 0.0, 0.1], [0.0, 0.0, 0.0], [0.0, 0.0, 0.0], [0.0, 0.1, 0.0], [0.0, 0.0, 0.0], [0.0, 0.0, 0.0], [0.0, 0.0, 0.0], [0.0, 0.0, 0.0], [-0.1, 0.0, -0.1], [0.0, 0.0, 0.0], [0.0, 0.0, 0.0], [0.0, 0.0, 0.0], [0.0, 0.1, 0.0], [0.0, 0.0, 0.0], [0.0, 0.0, 0.0], [0.0, 0.0, 0.0], [0.0, 0.0, 0.0], [0.0, 0.0, 0.0], [-0.1, 0.0, 0.0], [0.1, -0.2, 0.2], [0.8, 0.9, 0.2], [0.0, -0.3, 0.0], [-0.1, -0.1, -0.1], [0.0, 0.0, 0.0], [0.0, 0.0, 0.0], [0.0, 0.1, 0.0], [0.0, 0.1, 0.0], [0.0, 0.0, 0.0]], "homo_energy_ev": -15.6, "gap_ev": 8.24, "e_above_lowest_kcal_mol": 32.9, "energy_ev": -34989.4003, "total_charge": 2}